# 1
The following is a quantum chemistry calculation of a molecular structure, C16H12AuN3OS2, from OMol25.

Total charge ... +2
F_max ... 0.8 eV/Å
LUMO energy (spin up / spin down) ... -8.74 / -9.26 eV
Relative energy (zero: lowest compared OMol25 entry of this formula, charge and spin) ... 0.481 eV
Expectation value of S² ... 2.12
Spin multiplicity ... 3

Cartesian coordinates (Å):
Au 0.162 -0.771 -0.663
S 2.443 -0.796 -0.662
C 2.930 -1.076 0.985
C 4.287 -1.050 1.279
C 4.701 -1.289 2.576
C 3.774 -1.547 3.608
C 2.436 -1.568 3.339
C 1.983 -1.341 2.016
S 0.315 -1.401 1.718
H 5.011 -0.850 0.500
H 5.757 -1.274 2.807
H 4.134 -1.724 4.611
H 1.705 -1.759 4.113
C -4.098 -1.647 -0.914
C -4.652 -0.397 -1.142
C -3.818 0.707 -1.233
C -2.448 0.550 -1.088
N -1.928 -0.673 -0.853
C -2.729 -1.741 -0.775
C -1.488 1.665 -1.216
C -1.868 2.984 -1.414
C -0.894 3.965 -1.532
C 0.441 3.611 -1.448
C 0.760 2.281 -1.244
N -0.182 1.345 -1.134
H -4.706 -2.537 -0.842
H -5.721 -0.280 -1.256
H -4.238 1.681 -1.427
H -2.257 -2.696 -0.588
H -2.911 3.256 -1.471
H -1.181 4.996 -1.688
H 1.230 4.344 -1.538
H 1.785 1.946 -1.168
O 1.048 -3.797 -0.969
N 0.217 -3.119 -1.284


# 2
The following is a quantum chemistry calculation of a molecular structure, C38H32AuF5P2 at a distorted geometry, from OMol25.

Total charge ... +2
F_max ... 2.9 eV/Å
LUMO energy (spin up / spin down) ... -5.51 / -10.08 eV
Expectation value of S² ... 2.02
Spin multiplicity ... 3

Cartesian coordinates (Å):
C 0.700 -1.332 -2.159
C -0.368 -1.788 -1.371
C -1.680 -1.803 -1.878
C -1.872 -1.500 -3.224
C -0.779 -1.204 -4.034
C 0.512 -1.138 -3.521
P -0.017 -2.109 0.371
C -1.259 -3.334 0.815
C -2.435 -2.892 1.429
C -3.407 -3.811 1.816
C -3.229 -5.159 1.477
C -2.096 -5.597 0.780
C -1.085 -4.687 0.470
Au -0.197 0.016 1.224
P 0.099 2.077 0.273
C -1.265 2.103 -0.921
C -1.043 2.290 -2.293
C -2.107 2.206 -3.186
C -3.395 1.927 -2.728
C -3.608 1.662 -1.370
C -2.551 1.740 -0.473
C -0.120 3.515 1.359
C 0.856 3.738 2.352
C 0.709 4.780 3.257
C -0.311 5.711 3.082
C -1.304 5.496 2.121
C -1.212 4.400 1.262
C 1.710 2.216 -0.553
C 2.726 1.261 -0.322
C 3.957 1.383 -0.970
C 4.201 2.480 -1.799
C 3.233 3.478 -1.957
C 1.994 3.358 -1.326
C 1.605 -2.892 0.450
C 2.134 -3.620 -0.636
C 3.398 -4.208 -0.521
C 4.123 -4.047 0.670
C 3.608 -3.310 1.744
C 2.344 -2.740 1.639
H 1.744 3.098 2.398
H 1.401 4.867 4.106
H -0.349 6.608 3.714
H -2.167 6.175 2.048
H -1.972 4.244 0.491
H -0.032 2.469 -2.653
H -1.908 2.320 -4.255
H -4.220 1.878 -3.436
H -4.602 1.381 -1.016
H -2.710 1.485 0.580
H 2.565 0.447 0.390
H 4.733 0.628 -0.807
H 5.161 2.578 -2.311
H 3.441 4.368 -2.560
H 1.254 4.165 -1.397
H 1.564 -3.733 -1.564
H 3.799 -4.792 -1.356
H 5.110 -4.497 0.757
H 4.181 -3.176 2.669
H 1.901 -2.173 2.464
H -2.568 -1.819 1.604
H -4.283 -3.459 2.362
H -3.999 -5.875 1.761
H -1.991 -6.643 0.475
H -0.174 -5.002 -0.049
H -2.521 -2.072 -1.232
H -2.887 -1.505 -3.631
H -0.926 -0.961 -5.089
H 1.361 -0.907 -4.173
H 1.672 -1.171 -1.684
H 0.237 1.317 -4.394
H 0.948 1.388 -4.130
F -1.560 1.535 3.416
C -0.652 0.522 3.294
F 0.583 0.966 3.770
C -1.078 -0.575 4.283
F -0.969 -0.123 5.560
F -2.371 -0.941 4.081
F -0.286 -1.677 4.167


# 3
The following is a quantum chemistry calculation of 2 unconnected molecules or ions with the total composition C4H12 at a distorted geometry, from OMol25.

Total charge ... +1
F_max ... 2.6 eV/Å
LUMO energy (spin up / spin down) ... -3.12 / -11.39 eV
Relative energy (zero: lowest compared OMol25 entry of this formula, charge and spin) ... 0.576 eV
Expectation value of S² ... 0.75
Spin multiplicity ... 2

Cartesian coordinates (Å):
C 2.311 -0.994 -0.743
C 0.853 -0.848 -0.611
H 2.613 -1.108 -1.779
H 2.931 -0.173 -0.324
H 2.643 -1.902 -0.173
H 0.468 -0.960 0.431
H 0.464 -1.646 -1.269
H 0.282 0.089 -0.932
C -1.674 1.112 -0.081
C -1.443 0.787 1.413
H -0.713 1.429 -0.549
H -1.975 0.167 -0.534
H -2.497 1.816 -0.217
H -0.521 0.209 1.519
H -1.410 1.702 2.009
H -2.331 0.320 1.840


# 4
The following is a quantum chemistry calculation of 2 unconnected molecules or ions with the total composition CH2IO2S at a distorted geometry, from OMol25.

Total charge ... -1
F_max ... 4.5 eV/Å
LUMO energy ... 2.99 eV
Relative energy (zero: lowest compared OMol25 entry of this formula, charge and spin) ... 3.155 eV

Cartesian coordinates (Å):
C 0.027 0.560 0.043
O -1.349 -1.821 0.335
O 0.930 -1.533 -0.664
S -0.533 -1.117 -0.644
I 1.720 1.558 -0.519
H -1.058 2.081 0.351
H 0.264 0.271 1.099


# 5
The following is a quantum chemistry calculation of a single C6H9N molecule, from OMol25.

F_max ... 0.9 eV/Å
LUMO energy (spin up / spin down) ... -0.11 / -0.11 eV
Relative energy (zero: lowest compared OMol25 entry of this formula, charge and spin) ... 6.303 eV

Cartesian coordinates (Å):
C -2.364 -1.421 -1.396
C -1.052 -0.754 -1.037
C 0.913 1.485 -0.867
C 1.026 0.745 0.342
C 2.070 1.515 1.140
C 0.330 -0.264 0.888
N -0.756 -0.904 0.228
H -2.961 -1.846 -0.561
H -2.998 -0.703 -1.930
H -2.169 -2.230 -2.112
H 1.834 1.303 -1.469
H 2.590 0.850 1.834
H 1.578 2.326 1.680
H 2.804 1.976 0.469
H 0.525 -0.636 1.890
H -1.374 -1.424 0.863


# 6
The following is a quantum chemistry calculation of a single C18H20N2O4 molecule, from OMol25.

F_max ... 0.6 eV/Å
LUMO energy ... 0.53 eV
Relative energy (zero: lowest compared OMol25 entry of this formula, charge and spin) ... 0.108 eV
SMILES ... O=C(C[C@@H](NCCc1ccccc1)C(=O)O)Nc1ccc(O)cc1

Cartesian coordinates (Å):
O 0.253 3.149 2.163
C 0.463 2.446 1.198
N -0.099 1.241 0.957
C -0.957 0.513 1.788
C -1.678 1.093 2.826
C -2.519 0.317 3.601
C -2.657 -1.043 3.354
C -1.931 -1.625 2.320
C -1.088 -0.854 1.549
H -0.523 -1.310 0.752
H -2.038 -2.682 2.137
O -3.482 -1.837 4.094
H -3.914 -1.307 4.775
H -3.077 0.776 4.407
H -1.572 2.146 3.027
H 0.218 0.767 0.109
C 1.426 2.893 0.093
H 2.051 3.680 0.515
H 0.836 3.323 -0.721
C 2.309 1.764 -0.469
N 1.513 0.854 -1.274
H 1.296 1.327 -2.151
C 2.169 -0.411 -1.580
C 1.356 -1.200 -2.612
C 0.004 -1.605 -2.091
C -1.072 -0.727 -2.136
C -2.311 -1.102 -1.649
C -2.495 -2.366 -1.116
C -1.430 -3.249 -1.065
C -0.189 -2.868 -1.544
H 0.639 -3.562 -1.502
H -1.565 -4.238 -0.651
H -3.463 -2.661 -0.740
H -3.137 -0.408 -1.689
H -0.941 0.256 -2.564
H 1.926 -2.090 -2.884
H 1.239 -0.584 -3.507
H 3.186 -0.261 -1.975
H 2.246 -0.981 -0.648
C 3.405 2.425 -1.301
O 3.364 2.534 -2.498
O 4.402 2.897 -0.554
H 5.063 3.352 -1.102
H 2.774 1.218 0.358


Which value of F_max does entry 3 give?
2.6 eV/Å


What is the F_max in the sixth record?
0.6 eV/Å